# 1
The following is a DFT calculation (the ωB97M-V functional and the def2-TZVPD basis) of a molecular structure, C14H28F6MnN3O10S2 at a distorted geometry.

Values from the calculation:
- spin multiplicity = 7
- total charge = -2
- orbital gap (alpha / beta) (eV) = 2.10 / 7.03
- HOMO (alpha / beta) (eV) = 2.2147 / -2.5599

Each line ends with the Mulliken charge.
Cartesian coordinates (Å):
Mn  -11.583  36.471  37.419  1.30
C  -7.634  35.173  35.131  0.38
F  -6.803  34.666  36.092  -0.22
F  -7.347  36.461  34.921  -0.22
F  -7.354  34.527  33.921  -0.25
S  -9.462  34.714  35.600  1.01
O  -10.220  34.713  34.326  -0.67
O  -9.393  33.399  36.239  -0.62
O  -9.822  35.816  36.520  -0.41
C  -14.224  33.018  36.144  0.59
F  -14.976  31.829  36.211  -0.27
F  -13.670  33.207  34.979  -0.20
F  -15.105  34.007  36.412  -0.24
S  -12.688  33.038  37.340  0.79
O  -13.231  32.690  38.641  -0.71
O  -11.676  32.162  36.682  -0.66
O  -12.258  34.421  37.249  -0.44
C  -10.905  34.998  41.266  -1.39
C  -10.078  35.882  40.420  0.47
C  -8.877  35.126  39.759  -1.28
O  -10.890  36.517  39.459  -0.71
H  -11.466  35.726  41.852  0.34
H  -10.413  34.454  42.072  0.39
H  -11.602  34.303  40.798  0.21
H  -9.734  36.720  41.027  0.18
H  -8.257  35.762  39.127  0.20
H  -9.310  34.269  39.242  0.22
H  -8.114  34.682  40.399  0.48
C  -12.755  36.588  33.940  0.10
O  -12.373  36.746  35.144  -0.31
N  -13.860  37.233  33.429  0.85
C  -14.273  37.027  32.003  -1.29
C  -14.725  38.121  34.226  -1.88
H  -12.374  35.727  33.370  0.31
H  -13.525  37.090  31.213  0.38
H  -14.924  37.858  31.733  0.36
H  -14.925  36.159  31.902  0.38
H  -14.494  39.136  33.902  0.39
H  -15.802  38.148  34.061  0.53
H  -14.436  37.920  35.258  0.33
C  -11.191  39.646  37.452  -0.45
O  -11.196  38.471  37.091  -0.27
N  -10.239  40.264  38.209  0.77
C  -10.200  41.728  38.098  -1.82
C  -9.110  39.544  38.804  -0.66
H  -11.966  40.328  37.069  0.12
H  -11.053  42.206  37.616  0.67
H  -9.295  42.043  37.579  0.24
H  -10.215  42.073  39.132  0.35
H  -8.190  39.804  38.281  0.35
H  -8.996  39.881  39.834  0.37
H  -9.296  38.480  38.654  -0.19
C  -14.844  37.333  38.181  0.15
O  -13.659  36.929  37.933  0.44
N  -15.458  37.142  39.367  0.82
C  -16.869  37.608  39.527  -2.23
C  -14.850  36.454  40.552  -0.86
H  -15.442  37.940  37.485  -0.31
H  -17.626  36.860  39.767  0.24
H  -17.062  38.328  38.732  0.84
H  -16.987  38.279  40.377  0.34
H  -15.424  35.609  40.932  0.35
H  -13.881  36.036  40.279  -0.05
H  -14.575  36.950  41.484  0.36

# 2
The following is a DFT calculation (the ωB97M-V functional and the def2-TZVPD basis) of a molecular structure, C14H28O28S7 at a distorted geometry.

Values from the calculation:
- energy above the lowest of the compared OMol25 structures with the same formula, charge and spin (kJ/mol) = 3634.5
- total charge = 0
- orbital gap (eV) = 6.89
- HOMO (eV) = -7.2715

Each line ends with the Mulliken charge.
Cartesian coordinates (Å):
C  -0.096  -7.380  14.724  0.21
C  -1.579  -7.344  14.918  1.27
O  -1.897  -7.441  16.288  -0.55
S  -0.676  -6.725  17.161  1.14
O  -0.329  -7.587  18.285  -0.60
O  -0.974  -5.313  17.421  -0.57
O  0.467  -6.884  15.935  -0.48
H  0.116  -6.765  13.850  0.42
H  0.385  -8.327  14.482  0.21
H  -1.968  -8.130  14.270  -0.90
H  -2.120  -6.484  14.524  -0.36
C  -2.306  -3.509  12.308  0.22
C  -3.473  -2.557  12.106  -0.34
O  -2.872  -1.276  12.200  -0.55
S  -1.286  -1.285  12.893  1.15
O  -1.275  -0.401  14.094  -0.58
O  -0.223  -1.063  11.913  -0.59
O  -1.361  -2.950  13.174  -0.42
H  -1.669  -3.617  11.430  0.63
H  -2.645  -4.491  12.637  -0.55
H  -4.257  -2.558  12.864  0.28
H  -4.088  -2.548  11.206  0.40
C  -6.468  -2.179  9.604  -0.45
C  -5.358  -2.168  8.623  -0.56
O  -4.690  -3.429  8.645  -0.44
S  -4.932  -4.210  10.040  1.14
O  -3.794  -4.455  10.890  0.71
O  -5.678  -5.448  9.636  -0.73
O  -5.883  -2.958  10.594  -0.15
H  -7.355  -2.548  9.090  0.37
H  -6.742  -1.148  9.825  0.38
H  -4.673  -1.344  8.823  0.29
H  -5.721  -2.000  7.610  0.37
C  -0.621  -8.506  9.313  0.41
C  0.329  -8.096  10.453  -0.13
O  1.035  -9.240  10.899  -0.48
S  1.120  -10.433  9.789  1.10
O  0.380  -11.533  10.456  -0.56
O  2.541  -10.590  9.347  -0.57
O  0.229  -9.482  8.675  -0.48
H  -0.906  -7.743  8.588  0.44
H  -1.538  -8.889  9.759  -0.08
H  -0.346  -7.690  11.206  -0.50
H  0.984  -7.368  9.975  0.55
C  -7.237  -2.841  13.649  -0.02
C  -6.184  -2.530  14.673  -0.55
O  -5.152  -3.538  14.625  -0.40
S  -5.392  -4.649  13.518  1.35
O  -5.341  -5.999  13.978  -0.69
O  -4.639  -4.221  12.312  -0.54
O  -6.950  -4.157  13.313  -0.65
H  -7.102  -2.280  12.724  -0.07
H  -8.157  -2.518  14.136  0.45
H  -6.693  -2.456  15.634  0.42
H  -5.793  -1.573  14.327  0.31
C  -3.993  -6.539  11.875  0.42
C  -3.758  -6.149  13.364  -1.98
O  -2.399  -6.340  13.600  0.03
S  -1.400  -6.304  12.176  1.03
O  -0.479  -7.372  12.216  -0.27
O  -0.823  -4.985  11.985  -0.88
O  -2.730  -6.391  11.222  -0.66
H  -4.622  -5.787  11.399  -0.21
H  -4.296  -7.561  11.644  1.03
H  -4.285  -6.800  14.061  0.78
H  -3.887  -5.098  13.623  1.14
C  -1.749  -11.584  12.152  -0.41
C  -0.630  -10.607  12.625  -0.82
O  -1.053  -9.486  11.872  0.38
S  -2.615  -9.201  12.147  0.90
O  -3.053  -8.400  11.003  -0.73
O  -2.840  -8.773  13.482  -0.44
O  -2.913  -10.815  11.982  -0.54
H  -2.023  -12.220  12.994  0.36
H  -1.567  -12.065  11.191  0.33
H  0.367  -10.877  12.276  0.58
H  -0.502  -10.532  13.705  0.27

# 3
The following is a DFT calculation (the ωB97M-V functional and the def2-TZVPD basis) of a molecular structure, C14H29DyP2 at a distorted geometry.

Values from the calculation:
- spin multiplicity = 6
- total charge = 0
- orbital gap (alpha / beta) (eV) = 4.86 / 4.86
- HOMO (alpha / beta) (eV) = -4.8445 / -4.8171

Each line ends with the Mulliken charge.
Cartesian coordinates (Å):
C  -0.694  -1.461  -3.799  -0.31
C  -0.948  -0.623  -4.831  -0.38
C  -0.730  0.777  -4.897  -0.29
C  -0.167  1.525  -3.846  -0.62
C  0.199  1.017  -2.639  0.03
Dy  -0.420  -0.743  -1.766  -0.15
P  -0.165  -3.164  -1.046  0.00
H  -0.952  -2.507  -3.828  0.04
H  -1.321  -1.104  -5.732  0.27
H  -0.942  1.284  -5.839  0.32
H  0.758  1.534  -1.883  0.06
H  0.079  2.567  -4.023  0.30
H  1.082  -3.412  -0.470  0.07
H  -0.206  -4.105  -2.065  0.14
H  -1.003  -3.730  -0.111  0.06
C  -1.652  2.389  1.282  -1.66
C  -0.163  2.041  1.310  0.59
C  0.460  2.398  2.674  -1.41
P  0.113  0.352  0.656  0.04
C  1.983  0.305  0.606  0.77
C  2.553  -0.119  1.959  -1.67
C  2.508  -0.657  -0.465  -1.36
C  -0.862  -0.973  1.587  0.85
C  -0.834  -0.777  3.092  -1.60
C  -2.308  -1.048  1.049  -1.19
H  -2.206  1.824  2.041  0.22
H  -2.072  2.201  0.290  0.36
H  -1.775  3.457  1.507  0.49
H  0.334  2.699  0.574  0.39
H  0.110  1.743  3.485  0.20
H  1.551  2.410  2.623  0.29
H  0.166  3.425  2.931  0.49
H  2.289  1.327  0.307  0.42
H  2.267  -1.155  2.175  0.33
H  3.650  -0.070  1.910  0.45
H  2.236  0.488  2.809  0.33
H  2.126  -0.425  -1.479  0.41
H  3.604  -0.566  -0.496  0.49
H  2.277  -1.694  -0.187  0.13
H  -0.371  -1.939  1.365  0.13
H  -1.378  0.129  3.383  0.23
H  -1.343  -1.629  3.567  0.49
H  0.193  -0.746  3.469  0.34
H  -2.331  -1.243  -0.042  0.28
H  -2.831  -1.877  1.547  0.42
H  -2.864  -0.121  1.246  0.22

# 4
The following is a DFT calculation (the ωB97M-V functional and the def2-TZVPD basis) of 8 unconnected molecules or ions with the total composition C14H29N3O18 at a distorted geometry.

Values from the calculation:
- energy above the lowest of the compared OMol25 structures with the same formula, charge and spin (kJ/mol) = 1133.8
- total charge = -2
- orbital gap (eV) = 2.14
- HOMO (eV) = -1.1920

Each line ends with the Mulliken charge.
Cartesian coordinates (Å):
C  -3.573  -5.399  2.035  -0.92
C  -4.995  -4.975  2.481  0.48
O  -5.913  -5.707  2.773  -0.44
N  -5.242  -3.441  2.519  -0.19
H  -4.560  -2.917  1.989  0.34
H  -6.107  -3.229  2.042  0.39
C  -5.045  -2.909  3.975  -0.74
H  -3.731  -5.577  0.972  0.30
H  -3.145  -6.263  2.544  0.32
H  -2.799  -4.633  2.086  0.39
H  -3.971  -2.817  4.135  0.33
H  -5.533  -3.492  4.757  0.32
H  -5.486  -1.925  3.818  0.40
C  3.716  1.028  -4.969  -0.94
C  3.131  0.077  -6.016  0.42
O  3.115  0.490  -7.149  -0.42
N  2.618  -1.335  -5.544  -0.15
H  2.041  -1.045  -4.767  0.35
H  1.904  -1.726  -6.142  0.37
C  3.793  -2.310  -5.235  -0.73
H  3.221  0.913  -4.005  0.43
H  3.577  2.059  -5.292  0.35
H  4.757  0.703  -4.945  0.29
H  4.305  -2.544  -6.168  0.34
H  3.379  -3.196  -4.754  0.33
H  4.477  -1.822  -4.540  0.35
C  2.680  -0.531  5.273  -1.02
C  2.795  0.956  5.590  0.57
O  3.488  1.365  6.507  -0.44
N  2.025  1.903  4.691  -0.15
H  2.390  1.974  3.752  0.38
H  1.079  1.549  4.716  0.37
C  2.114  3.373  5.273  -0.83
H  3.473  -0.810  4.580  0.32
H  1.745  -0.781  4.772  0.37
H  2.986  -1.115  6.141  0.33
H  1.679  4.084  4.571  0.38
H  3.167  3.646  5.345  0.38
H  1.838  3.504  6.320  0.34
O  -0.863  -0.827  -2.105  -0.40
C  -1.330  -1.064  -0.900  0.64
O  -2.550  -1.097  -0.825  -0.79
O  -0.598  -1.342  0.004  -0.75
H  -1.734  -0.652  -2.468  0.32
O  0.385  4.342  -0.332  -0.42
C  0.167  5.138  -1.403  0.63
O  0.167  6.378  -1.302  -0.76
O  -0.057  4.565  -2.530  -0.76
H  0.410  3.546  -0.868  0.30
O  4.312  -1.318  -0.604  -0.47
C  5.028  -0.292  -0.230  0.62
O  6.230  -0.172  -0.491  -0.79
O  4.563  0.645  0.382  -0.69
H  3.505  -1.034  -0.168  0.33
O  -3.839  2.868  2.226  -0.46
C  -3.452  2.975  3.474  0.68
O  -3.583  4.016  4.079  -0.74
O  -2.908  1.986  3.923  -0.80
H  -3.471  2.023  1.956  0.32
O  -2.656  3.331  -7.301  -0.49
C  -3.374  2.219  -7.418  0.64
O  -4.053  2.017  -8.355  -0.72
O  -3.352  1.444  -6.466  -0.77
H  -2.339  3.182  -6.407  0.34

# 5
The following is a DFT calculation (the ωB97M-V functional and the def2-TZVPD basis) of a molecular structure, C14H2BF5N4O10S2W.

Values from the calculation:
- energy above the lowest of the compared OMol25 structures with the same formula, charge and spin (kJ/mol) = 83.9
- total charge = 0
- orbital gap (eV) = 6.83
- HOMO (eV) = -9.9045

Each line ends with the Mulliken charge.
Cartesian coordinates (Å):
W  -0.144  0.250  0.174  1.47
S  -2.198  -1.276  -0.435  -0.44
C  -1.792  -2.221  1.004  0.76
S  -0.374  -1.590  1.766  -0.32
C  -2.557  -3.252  1.420  0.77
C  -3.709  -3.654  0.674  -0.12
N  -4.644  -3.952  0.077  -0.39
C  -2.233  -3.954  2.623  -0.21
N  -1.956  -4.492  3.599  -0.40
O  2.407  0.525  -2.985  -0.61
C  1.493  0.902  -2.324  0.15
O  1.320  0.506  -1.037  -0.74
C  0.498  1.921  -2.766  1.15
C  0.794  2.677  -3.892  -0.79
C  -0.093  3.650  -4.302  -0.36
C  -1.275  3.902  -3.633  -0.47
C  -1.561  3.148  -2.516  -0.16
C  -0.699  2.137  -2.079  0.29
O  -1.076  1.354  -1.058  -0.16
N  -2.804  3.443  -1.786  0.95
O  -3.732  3.867  -2.435  -0.57
O  -2.803  3.273  -0.582  -0.55
N  0.229  4.459  -5.494  1.03
O  1.262  4.205  -6.072  -0.60
O  -0.563  5.325  -5.802  -0.61
H  1.714  2.498  -4.431  0.67
H  -1.957  4.668  -3.972  0.63
F  2.426  3.590  1.914  -0.26
C  2.165  2.706  0.960  1.02
F  2.954  2.939  -0.080  -0.25
F  0.882  2.919  0.555  -0.25
C  2.360  1.263  1.500  0.26
O  3.421  0.924  1.908  -0.48
O  1.251  0.526  1.526  -0.88
F  -0.580  -1.036  -2.607  -0.20
B  -0.532  -1.536  -1.364  0.74
F  0.203  -2.619  -1.132  -0.23
O  -2.579  1.408  2.080  -0.22
C  -1.765  1.009  1.426  0.40

# 6
The following is a DFT calculation (the ωB97M-V functional and the def2-TZVPD basis) of a molecular structure, C14H30Br2IrO3P.

Values from the calculation:
- spin multiplicity = 6
- total charge = +3
- orbital gap (alpha / beta) (eV) = 8.86 / 6.67
- HOMO (alpha / beta) (eV) = -18.5175 / -20.2530

Each line ends with the Mulliken charge.
Cartesian coordinates (Å):
Ir  0.909  -1.009  -0.685  1.43
C  1.691  -3.803  3.135  -1.55
C  0.748  -2.993  2.310  0.80
C  -0.718  -3.062  2.608  -1.18
O  1.183  -1.729  1.989  -0.29
C  0.668  -3.852  0.565  0.61
O  0.769  -5.010  0.703  -0.28
O  0.469  -3.012  -0.348  -0.63
H  1.715  -3.372  4.142  0.45
H  2.705  -3.801  2.731  0.50
H  1.352  -4.832  3.217  0.41
H  -0.867  -2.597  3.590  0.41
H  -1.052  -4.095  2.670  0.42
H  -1.319  -2.522  1.879  0.20
H  2.096  -1.624  2.303  0.33
Br  1.544  -1.523  -3.297  0.03
C  3.341  -1.970  -2.721  -0.51
Br  3.536  -1.454  -0.844  -0.04
H  4.057  -1.401  -3.303  0.45
H  3.475  -3.044  -2.789  0.47
C  -2.170  -0.070  -2.270  -1.09
C  -1.637  1.290  -2.023  0.40
C  -2.575  2.355  -1.622  -1.24
P  -0.064  1.085  -0.359  -0.88
C  -0.988  1.212  1.218  1.09
C  -2.177  0.253  1.269  -1.28
C  -1.321  2.612  1.718  -1.58
C  1.050  2.505  -0.695  0.73
C  0.398  3.857  -0.996  -1.70
C  2.079  2.145  -1.768  -1.32
H  -2.786  0.019  -3.182  0.45
H  -2.850  -0.416  -1.492  0.25
H  -1.408  -0.817  -2.486  0.27
H  -0.798  1.600  -2.655  0.50
H  -3.371  2.012  -0.964  0.31
H  -3.066  2.653  -2.570  0.46
H  -2.108  3.264  -1.255  0.32
H  -0.185  0.789  1.853  0.34
H  -3.045  0.681  0.770  0.24
H  -2.460  0.088  2.308  0.49
H  -1.962  -0.719  0.818  0.15
H  -2.083  3.094  1.107  0.30
H  -0.448  3.258  1.788  0.44
H  -1.733  2.518  2.724  0.47
H  1.554  2.566  0.286  0.49
H  -0.028  3.872  -2.000  0.38
H  1.185  4.612  -0.976  0.51
H  -0.354  4.157  -0.273  0.36
H  1.609  2.006  -2.744  0.31
H  2.654  1.253  -1.516  0.32
H  2.785  2.969  -1.869  0.47